The following is a quantum chemistry calculation of the ion HO5PS with charge -2 in a non-equilibrium geometry, from the Open Molecules 2025 dataset.

```
8
Properties=species:S:1:pos:R:3:forces:R:3:nbo_charge:R:1
O 2.67291 -0.68373 1.01141 0.86 0.58 1.03 -1.216
O 0.79901 0.77634 -0.08135 2.63 -0.26 -0.57 -1.051
O 2.13285 -1.11164 -1.45771 -0.94 1.11 1.73 -1.232
O -2.28116 -0.78915 0.51594 -1.46 1.89 1.49 -1.011
O 0.47478 -1.67082 0.45166 -2.46 -0.51 -0.20 -1.114
P 1.63414 -0.72027 -0.03936 -0.16 -0.65 -2.95 2.505
S -1.50665 -1.76562 -0.25890 3.43 -1.68 -0.95 0.643
H -0.08959 0.59341 0.11702 -1.91 -0.49 0.42 0.477
```
Positions in Å, forces in eV/Å.

Summary:
E_HOMO = 0.66 eV
Total charge = -2
Calculated total energy = -1116.41313 hartree
Lowest unoccupied orbital energy = 5.98 eV
Energy above the lowest of the compared OMol25 structures with the same formula, charge and spin = 16.0 kcal/mol
Gap between HOMO and LUMO = 5.33 eV